{
  "formula": "C15H10N2O4S2",
  "method": "the ωB97M-V functional and the def2-TZVPD basis",
  "species": ["O", "C", "C", "C", "C", "C", "C", "C", "S", "O", "O", "N", "C", "C", "C", "C", "C", "C", "C", "C", "S", "N", "O", "H", "H", "H", "H", "H", "H", "H", "H", "H", "H"],
  "coordinates": [[3.02104, 1.47375, 0.36221], [2.48569, 0.39228, 0.53441], [2.72499, -0.35003, 1.76437], [3.58618, -0.07572, 2.81852], [3.67248, -0.93278, 3.90320], [3.02520, -2.19940, 3.88928], [2.23745, -2.53010, 2.77735], [2.09741, -1.57408, 1.76005], [1.34623, -1.77441, 0.16415], [-0.11857, -2.05765, 0.27445], [2.09048, -2.71405, -0.69115], [1.62901, -0.16780, -0.38250], [1.52140, 0.19816, -1.79353], [0.15811, 0.74591, -2.15021], [-0.95874, 0.80874, -1.35418], [-2.04505, 1.35422, -2.13802], [-3.44962, 1.40244, -1.72588], [-4.45917, 1.60896, -2.61091], [-5.79457, 1.61913, -1.97896], [-5.67876, 1.45134, -0.62474], [-4.03353, 1.24035, -0.07635], [-1.55337, 1.63216, -3.34284], [-0.15973, 1.24728, -3.36086], [4.13952, 0.86953, 2.83756], [4.32161, -0.72746, 4.73540], [3.12891, -2.88913, 4.71055], [1.76411, -3.50375, 2.65736], [2.22863, 1.00432, -2.07728], [1.76533, -0.69450, -2.38712], [-1.02506, 0.40526, -0.34479], [-4.32993, 1.66984, -3.68354], [-6.76461, 1.64180, -2.45729], [-6.57307, 1.42541, -0.00870]],
  "atomic_forces_ev_per_a": [[-0.2770, -0.4178, -0.3025], [1.4101, 3.6053, -0.5510], [-0.1250, -1.8249, 0.6024], [0.1045, 1.4065, 0.4685], [-0.3160, -1.5154, -0.4464], [-0.3953, 1.1660, -1.1765], [-0.0535, 0.0791, -0.2489], [0.1964, -0.3051, -0.0944], [-3.3201, -3.1557, -1.8603], [3.4269, 1.1429, -0.0110], [-0.7351, 1.7642, 1.4514], [-0.0883, -1.5405, 1.2125], [0.0565, 0.5584, -0.9836], [-2.3809, 0.1104, 1.1755], [0.3717, -0.4523, 0.3708], [2.9200, -1.0520, -0.1855], [-0.1880, 0.6171, -0.5142], [-2.1002, -0.2564, 0.4227], [2.1245, -0.3769, 0.4754], [-0.1146, 0.0232, -0.7295], [-0.5652, 0.3038, -0.9850], [-0.1008, -0.1198, 0.2607], [-0.9343, 0.1049, 0.7108], [-0.2343, -0.3688, -0.1261], [0.1096, 0.3249, 0.1119], [0.0597, -0.0648, 0.0544], [0.0930, 0.2274, 0.1942], [0.0984, -0.6348, 0.6674], [-0.1024, 0.2293, 0.0411], [-0.0065, 0.1984, -0.3297], [0.2229, 0.1095, 0.1121], [0.2417, 0.2410, -0.2044], [0.6017, -0.1272, 0.4173]],
  "mulliken_charge": [-0.636, 0.286, 0.277, -0.522, -0.517, -0.416, -0.645, 0.473, 1.107, -0.620, -0.655, 0.188, -0.802, 0.061, 0.413, 0.463, -0.105, -0.514, -0.468, -0.331, -0.125, -0.579, -0.263, 0.435, 0.393, 0.420, 0.418, 0.374, 0.395, 0.309, 0.426, 0.364, 0.397],
  "lumo_energy_ev": -0.618,
  "gap_ev": 8.3,
  "homo_energy_ev": -8.91,
  "smiles": "O=C1c2ccccc2S(=O)(=O)N1Cc1cc(-c2cccs2)no1",
  "e_tot_ev": -48555.10474
}